A structure of composition C37H40CaN6O7P in a non-equilibrium geometry, computed with wB97M-V/def2-TZVPD.

Results
* energy relative to the best compared isomer or geometry (same formula, charge and spin): 79.27 kcal/mol
* frontier orbital gap: 7.28 eV
* energy: -90023.643 eV
* M: 751.81 g mol⁻¹
* HOMO: -4.943 eV

ORCA input file:
```
! RIJCOSX wB97M-V def2-TZVPD def2/J DEFGRID3
* xyz -1 1
Ca -1.88 -0.01 1.22
N -3.36 1.55 2.71
C -2.55 2.67 3.26
C -1.12 2.18 3.55
O -0.62 2.49 4.64
N -0.60 1.43 2.58
C 0.48 0.56 2.98
C -0.79 -1.55 3.30
O -0.68 -3.01 3.14
O -1.97 -1.02 3.24
H -4.33 1.82 2.66
H -3.28 0.77 3.35
H -2.95 3.05 4.20
H -2.54 3.49 2.54
H 0.58 0.54 4.08
H 1.44 0.85 2.55
N -2.25 2.48 -0.03
C -1.87 3.13 -1.21
C -2.74 4.05 -1.80
C -2.41 4.68 -2.99
C -1.19 4.42 -3.60
C -0.33 3.50 -3.02
C -0.65 2.83 -1.84
P 0.44 1.58 -1.04
C 1.13 0.77 -2.54
C 0.27 0.37 -3.56
C 0.75 -0.29 -4.68
C 2.10 -0.57 -4.80
C 2.97 -0.22 -3.77
C 2.48 0.43 -2.64
C 1.78 2.72 -0.51
C 2.73 3.29 -1.35
C 3.64 4.21 -0.86
C 3.61 4.58 0.48
C 2.66 4.03 1.32
C 1.75 3.10 0.83
H -3.13 2.79 0.34
H -1.54 2.47 0.71
H -3.68 4.27 -1.32
H -3.10 5.39 -3.43
H -0.91 4.92 -4.52
H 0.62 3.28 -3.50
H -0.79 0.59 -3.48
H 0.06 -0.58 -5.46
H 2.48 -1.07 -5.68
H 4.02 -0.45 -3.84
H 3.15 0.65 -1.82
H 2.76 3.02 -2.40
H 4.38 4.64 -1.53
H 4.33 5.30 0.86
H 2.63 4.31 2.37
H 1.01 2.67 1.50
C -1.02 -2.71 5.61
C -0.24 -2.37 4.37
N 0.23 -0.84 2.47
C 1.47 -1.56 2.33
C 1.93 -2.30 3.37
N 1.17 -2.37 4.54
C 3.18 -3.16 3.52
O 3.88 -3.50 2.47
O 3.47 -3.55 4.63
C 2.07 -1.37 0.96
O 2.59 -2.40 0.36
O 2.03 -0.25 0.45
H -2.07 -2.57 5.41
H -0.71 -2.06 6.43
H -0.84 -3.75 5.90
H 1.55 -3.05 5.18
H 3.42 -3.22 1.61
C 1.25 -3.33 -2.44
N 0.62 -3.37 -1.11
C 0.07 -4.69 -0.73
C -0.34 -2.24 -0.83
C -1.68 -2.16 -1.53
C -2.02 -2.89 -2.67
C -3.26 -2.71 -3.27
C -4.15 -1.79 -2.73
C -3.79 -1.08 -1.58
C -2.56 -1.22 -0.93
H 2.06 -4.05 -2.46
H 1.65 -2.33 -2.59
H 0.53 -3.55 -3.22
H 1.42 -3.16 -0.45
H -0.78 -4.94 -1.36
H -0.26 -4.63 0.31
H 0.85 -5.43 -0.83
H 0.24 -1.33 -1.00
H -0.50 -2.31 0.25
H -1.34 -3.61 -3.11
H -3.52 -3.28 -4.15
H -5.12 -1.64 -3.19
H -4.52 -0.38 -1.19
*
```

---

A structure of composition C37H40CrN4P2S2, computed with wB97M-V/def2-TZVPD.

Results
* energy relative to the best compared isomer or geometry (same formula, charge and spin): 0.00 kcal/mol
* frontier orbital gap (spin up / spin down): 5.74 / 7.20 eV
* energy: -113648.813 eV
* M: 718.83 g mol⁻¹
* expectation value of S²: 6.109
* HOMO (spin up / spin down): -5.510 / -7.386 eV

ORCA input file:
```
! RIJCOSX wB97M-V def2-TZVPD def2/J DEFGRID3
* xyz 0 5
Cr 0.75 -1.15 -0.28
C 3.52 -1.24 4.32
S 4.47 -1.13 2.79
C 3.22 -1.14 1.55
S 1.53 -1.25 1.98
N 3.68 -1.05 0.35
N 2.72 -1.02 -0.61
C 3.09 -0.92 -1.87
C 2.07 -0.82 -2.83
C 2.29 -0.71 -4.22
C 1.24 -0.60 -5.08
C -0.08 -0.60 -4.56
C -0.24 -0.71 -3.21
N 0.78 -0.81 -2.33
H 4.26 -1.18 5.12
H 2.99 -2.18 4.38
H 2.81 -0.42 4.42
H 4.15 -0.91 -2.14
H 3.31 -0.73 -4.59
H 1.40 -0.52 -6.15
H -0.94 -0.51 -5.21
H -1.24 -0.72 -2.78
C -1.98 2.06 -1.24
N -1.30 1.51 -0.05
P -1.50 -0.18 0.32
C -3.12 -0.65 -0.34
C -4.30 -0.04 0.10
C -5.53 -0.44 -0.40
C -5.60 -1.47 -1.33
C -4.44 -2.10 -1.76
C -3.21 -1.69 -1.27
C -1.84 -0.18 2.11
C -1.67 -1.38 2.79
C -1.96 -1.45 4.15
C -2.41 -0.32 4.82
C -2.57 0.88 4.14
C -2.29 0.95 2.78
P 0.46 1.72 0.05
C 0.68 2.63 1.61
C -0.25 3.53 2.13
C 0.01 4.20 3.31
C 1.21 3.98 3.98
C 2.14 3.08 3.48
C 1.87 2.40 2.30
C 0.83 2.98 -1.21
C 1.55 2.55 -2.32
C 1.88 3.44 -3.34
C 1.50 4.76 -3.24
C 0.80 5.21 -2.13
C 0.47 4.33 -1.11
H -2.99 1.68 -1.29
H -1.47 1.81 -2.18
H -2.02 3.15 -1.16
H -4.24 0.75 0.84
H -6.43 0.05 -0.05
H -6.56 -1.79 -1.70
H -4.49 -2.91 -2.47
H -2.30 -2.19 -1.60
H -1.30 -2.26 2.27
H -1.83 -2.39 4.68
H -2.62 -0.38 5.88
H -2.90 1.76 4.67
H -2.40 1.88 2.25
H -1.19 3.69 1.61
H -0.71 4.90 3.71
H 1.41 4.51 4.91
H 3.06 2.90 4.00
H 2.58 1.68 1.91
H 1.86 1.51 -2.38
H 2.44 3.09 -4.20
H 1.76 5.46 -4.03
H 0.52 6.25 -2.05
H -0.05 4.69 -0.24
C 1.62 -4.28 -2.15
C 1.43 -4.11 -0.65
C 1.22 -5.47 0.01
C 0.27 -3.16 -0.33
H 2.49 -4.89 -2.38
H 1.74 -3.32 -2.66
H 0.74 -4.78 -2.58
H 2.36 -3.69 -0.23
H 0.29 -5.92 -0.35
H 1.14 -5.37 1.10
H 2.04 -6.15 -0.21
H -0.12 -3.38 0.67
H -0.55 -3.34 -1.04
*
```

---

- Which of these has the lowest M?
  C37H40CrN4P2S2

---

- What is the formula in the first record?
  C37H40CaN6O7P